1.
The following is a DFT calculation (ωB97M-V with the def2-TZVPD basis set) of C2H5AuBF2N6O2S as an isolated structure.

Positions of all 20 atoms, in Å:
Au1 0.14 0.25 -0.97
N1 -0.49 1.94 1.58
N2 -0.55 1.01 2.65
C1 -0.10 -0.20 2.45
N3 -0.02 -1.06 3.46
N4 0.07 -0.68 1.15
N5 0.49 -1.89 1.02
O1 0.99 -1.56 -2.46
O2 0.55 -2.53 -0.01
H1 -1.02 2.76 1.80
H2 -0.81 1.41 0.76
H3 -0.86 1.25 3.54
H4 -0.56 -0.89 4.29
H5 0.18 -2.09 3.37
F1 0.85 -2.81 -4.49
B1 1.06 -1.66 -3.76
F2 1.52 -0.64 -4.56
S1 -0.74 2.34 -1.78
C2 -0.43 2.54 -3.43
N6 -0.27 2.54 -4.63

Computed properties:
Frontier orbital gap (hartree): 0.2366
Highest occupied orbital energy (hartree): -0.1703
Total charge: -1



2.
The following is a DFT calculation (ωB97M-V with the def2-TZVPD basis set) of C43H36HoO2P3 as an isolated structure.

Positions of all 85 atoms, in Å:
Ho1 16.40 11.78 9.21
C1 17.67 7.92 8.06
C2 17.90 8.12 9.40
C3 18.50 9.31 9.81
C4 18.80 10.30 8.87
C5 18.61 10.05 7.47
C6 18.12 8.79 7.07
P1 19.28 11.98 9.35
C7 21.08 12.10 9.28
C8 21.84 10.98 9.06
C9 23.20 11.08 9.25
C10 23.79 12.23 9.72
C11 23.00 13.34 9.99
C12 21.64 13.32 9.76
C13 18.78 12.07 11.20
C14 19.53 12.20 12.39
C15 18.87 12.17 13.62
C16 17.48 12.16 13.72
C17 16.76 12.09 12.56
C18 17.36 12.15 11.30
H1 17.17 7.01 7.73
H2 17.70 7.32 10.10
H3 18.72 9.51 10.85
H4 19.00 10.77 6.80
H5 17.98 8.56 6.01
H6 21.40 10.05 8.80
H7 23.84 10.21 9.06
H8 24.87 12.25 9.92
H9 23.38 14.22 10.47
H10 20.95 14.14 9.97
H11 20.62 12.17 12.37
H12 19.40 12.31 14.56
H13 16.96 12.04 14.68
H14 15.65 12.05 12.66
O1 14.33 11.30 9.76
P2 13.17 12.21 10.27
C19 13.86 13.82 10.79
P3 14.73 14.78 9.51
O2 15.63 13.81 8.72
C20 13.50 15.58 8.50
C21 12.29 16.00 9.04
C22 11.27 16.48 8.23
C23 11.52 16.69 6.87
C24 12.78 16.40 6.33
C25 13.75 15.78 7.13
C26 15.60 16.08 10.37
C27 16.80 15.81 11.10
C28 17.49 16.81 11.74
C29 17.02 18.08 11.68
C30 15.86 18.38 11.02
C31 15.09 17.35 10.41
C32 12.65 11.58 11.84
C33 12.80 10.21 12.05
C34 12.62 9.68 13.29
C35 12.25 10.52 14.34
C36 12.03 11.86 14.14
C37 12.23 12.43 12.89
C38 11.82 12.44 9.14
C39 10.51 12.37 9.62
C40 9.45 12.59 8.77
C41 9.71 12.94 7.44
C42 11.03 12.99 6.91
C43 12.06 12.73 7.77
H15 14.61 13.57 11.54
H16 13.16 14.50 11.31
H17 12.06 15.94 10.12
H18 10.33 16.81 8.69
H19 10.75 17.14 6.28
H20 13.04 16.54 5.29
H21 14.70 15.50 6.69
H22 17.24 14.83 11.10
H23 18.40 16.59 12.26
H24 17.52 18.86 12.21
H25 15.53 19.40 10.95
H26 14.12 17.58 9.94
H27 13.02 9.51 11.25
H28 12.79 8.63 13.51
H29 12.18 10.12 15.35
H30 11.72 12.54 14.95
H31 12.00 13.51 12.73
H32 10.35 12.14 10.65
H33 8.41 12.52 9.11
H34 8.93 13.21 6.82
H35 11.17 13.23 5.87
H36 13.11 12.78 7.43

Computed properties:
Frontier orbital gap (spin up / spin down) (hartree): 0.2863 / 0.2895
Highest occupied orbital energy (spin up / spin down) (hartree): -0.4790 / -0.4792
Total charge: +2
⟨S²⟩: 6.004
2S+1: 5



3.
The following is a DFT calculation (ωB97M-V with the def2-TZVPD basis set) of C14H10N5O4PbS as an isolated structure.

Positions of all 35 atoms, in Å:
Pb1 0.12 -0.21 -1.58
O1 3.88 -2.51 -2.50
C1 2.98 -1.77 -2.13
O2 1.92 -1.47 -2.75
C2 3.18 -1.05 -0.78
C3 4.32 -1.21 0.00
C4 4.49 -0.41 1.11
C5 3.57 0.60 1.37
C6 2.45 0.68 0.56
N1 2.25 -0.16 -0.44
C7 1.42 1.82 0.71
O3 1.65 2.67 1.56
O4 0.47 1.79 -0.11
H1 5.03 -1.97 -0.29
H2 5.35 -0.54 1.76
H3 3.70 1.31 2.17
N2 -2.16 -3.96 -2.31
C8 -1.87 -2.79 -1.69
S1 -0.35 -2.74 -0.84
N3 -2.79 -1.86 -1.68
N4 -2.46 -0.77 -0.97
C9 -3.34 0.01 -0.47
C10 -2.90 1.05 0.45
C11 -3.63 2.23 0.64
C12 -3.16 3.16 1.55
C13 -2.01 2.87 2.27
C14 -1.37 1.66 2.03
N5 -1.80 0.78 1.15
H4 -1.38 -4.58 -2.45
H5 -2.88 -3.94 -3.02
H6 -4.41 -0.12 -0.63
H7 -4.54 2.40 0.08
H8 -3.68 4.09 1.70
H9 -1.61 3.55 2.99
H10 -0.48 1.40 2.57

Computed properties:
Frontier orbital gap (hartree): 0.2890
Highest occupied orbital energy (hartree): -0.1850
Total charge: -1
Energy above the lowest of the compared OMol25 structures with the same formula, charge and spin (eV): 0.350



4.
The following is a DFT calculation (ωB97M-V with the def2-TZVPD basis set) of a 9-piece molecular cluster, C5H28NO9S overall.

Positions of all 44 atoms, in Å:
C1 1.57 1.86 2.62
C2 0.95 0.56 2.97
S1 1.98 -0.86 3.48
C3 1.67 1.67 1.10
N1 0.29 1.32 0.45
C4 0.07 1.77 -0.94
C5 -1.20 1.15 -1.41
O1 -0.97 -0.17 -1.77
H1 0.85 2.64 2.94
H2 2.53 1.99 3.08
H3 0.34 0.69 3.96
H4 0.09 0.45 2.23
H5 1.99 -1.68 2.50
H6 2.54 0.95 0.85
H7 1.91 2.68 0.53
H8 0.13 0.36 0.42
H9 -0.09 2.85 -0.86
H10 1.03 1.47 -1.44
H11 -1.89 1.11 -0.48
H12 -1.72 1.48 -2.22
H13 -3.10 0.61 1.89
H14 -2.15 1.80 1.81
O2 -2.97 1.56 2.20
H15 -2.82 -2.42 -0.45
H16 -2.36 -1.46 -1.66
O3 -3.13 -1.94 -1.25
H17 2.29 -1.84 -1.91
H18 1.49 -0.88 -0.85
O4 2.24 -1.13 -1.34
H19 0.49 -2.36 -0.83
H20 -0.46 -0.84 -1.09
O5 0.12 -1.87 -0.22
H21 -1.80 -3.00 1.85
H22 -0.98 -2.79 0.52
O6 -1.63 -3.31 1.03
H23 1.04 0.02 -3.64
H24 -0.54 -0.38 -3.53
O7 0.25 -0.27 -4.11
H25 2.78 0.74 -3.62
H26 3.29 -0.17 -2.37
O8 3.37 0.67 -2.90
H27 -3.18 -1.00 0.51
H28 -1.78 -1.22 0.77
O9 -2.52 -0.81 1.19

Computed properties:
Frontier orbital gap (hartree): 0.3324
Highest occupied orbital energy (hartree): -0.2289
Total charge: -1
Energy above the lowest of the compared OMol25 structures with the same formula, charge and spin (eV): 3.500



5.
The following is a DFT calculation (ωB97M-V with the def2-TZVPD basis set) of one molecule with the formula C8H12O2.

Positions of all 22 atoms, in Å:
C1 -2.74 -0.73 1.13
C2 -1.72 -0.05 0.71
C3 -0.92 -0.23 -0.44
O1 -1.25 -0.60 -1.51
C4 0.51 0.56 -0.30
C5 0.16 2.04 0.03
C6 1.17 0.42 -1.67
C7 1.26 -0.30 0.68
C8 1.16 -1.84 0.46
O2 1.94 0.20 1.55
H1 -2.98 -1.63 0.53
H2 -3.28 -0.58 2.07
H3 -1.45 0.85 1.21
H4 1.14 2.47 0.38
H5 -0.39 2.34 0.95
H6 -0.02 2.50 -0.90
H7 0.87 1.16 -2.35
H8 0.86 -0.49 -2.12
H9 2.26 0.55 -1.54
H10 2.05 -2.41 0.53
H11 0.89 -1.80 -0.54
H12 0.48 -2.42 1.15

Computed properties:
Frontier orbital gap (hartree): 0.3459
Highest occupied orbital energy (hartree): -0.3421
SMILES: C=CC(=O)C(C)(C)C(C)=O
Energy above the lowest of the compared OMol25 structures with the same formula, charge and spin (eV): 2.298



6.
The following is a DFT calculation (ωB97M-V with the def2-TZVPD basis set) of one molecule with the formula C12H16N2O6.

Positions of all 36 atoms, in Å:
C1 -4.53 -4.29 0.29
O1 -3.58 -3.90 1.25
C2 -2.44 -3.25 0.73
C3 -2.72 -1.83 0.22
N1 -1.48 -1.18 -0.13
C4 -1.16 0.04 0.33
O2 -1.85 0.67 1.11
C5 0.17 0.62 -0.09
C6 0.83 1.26 0.97
C7 2.01 1.97 0.80
O3 2.69 2.58 1.78
C8 2.19 2.52 3.10
C9 2.56 2.09 -0.51
O4 3.69 2.81 -0.60
C10 4.26 3.01 -1.88
C11 1.90 1.49 -1.56
C12 0.73 0.74 -1.36
N2 0.19 0.17 -2.56
O5 0.31 0.82 -3.58
O6 -0.31 -0.94 -2.52
H1 -4.05 -4.87 -0.51
H2 -5.05 -3.44 -0.14
H3 -5.24 -4.92 0.81
H4 -1.74 -3.20 1.57
H5 -2.00 -3.85 -0.07
H6 -3.37 -1.86 -0.66
H7 -3.20 -1.24 1.00
H8 -0.94 -1.58 -0.88
H9 0.36 1.20 1.93
H10 2.14 1.49 3.46
H11 2.90 3.08 3.70
H12 1.20 2.98 3.17
H13 3.57 3.53 -2.55
H14 4.56 2.06 -2.34
H15 5.14 3.63 -1.72
H16 2.26 1.58 -2.57

Computed properties:
Frontier orbital gap (hartree): 0.3064
Highest occupied orbital energy (hartree): -0.3256
SMILES: COCCNC(=O)c1cc(OC)c(OC)cc1[N+](=O)[O-]
Energy above the lowest of the compared OMol25 structures with the same formula, charge and spin (eV): 0.960